# 1
Below is a molecular structure, C14H20Cl2CoN2O2PSe in a non-equilibrium geometry, with properties calculated with ωB97M-V/def2-TZVPD.

CARTESIAN COORDINATES (ANGSTROEM)
C 1.13101 -4.06417 -2.48252
C 0.38026 -2.80091 -2.44223
H 0.60593 -5.00164 -2.72657
H 1.62317 -4.23249 -1.51431
H 1.90738 -3.91681 -3.25768
O -0.72208 -2.35092 -2.55116
Cl 1.92349 -1.24051 -2.10983
Co 0.18889 1.37095 -0.58223
P 0.22875 0.78703 -3.23844
C -1.40361 1.26542 -3.97141
C 1.40724 2.01509 -3.82629
H 1.53210 -0.95299 -4.38829
H 0.46645 -0.15275 -5.56669
H -0.18791 -1.33895 -4.40325
C 0.53474 -0.52308 -4.53525
H 2.38138 1.66593 -3.47627
H 1.40592 2.06389 -4.91732
H -1.34016 1.38976 -5.06509
H -1.78667 2.18675 -3.51698
H 1.20403 2.99429 -3.39021
H -2.09884 0.44201 -3.74741
C -1.55576 1.01545 -0.89516
O -2.65325 0.80732 -0.52248
Cl 0.07575 3.51741 -0.85970
C 1.32852 1.43837 2.24693
N 0.20986 0.60165 2.61122
C -0.16875 -0.51844 1.93783
Se 0.51544 -1.03097 0.31516
N -1.08821 -1.13291 2.72629
C -1.19150 -0.49068 3.96135
C -1.67349 -0.97826 5.17879
C -1.37348 -0.22083 6.33942
C -0.61223 0.97353 6.24759
C -0.12911 1.41758 5.00193
C -0.39569 0.63441 3.87410
H 1.59723 2.05889 3.10427
H 1.10424 2.10402 1.40127
H 2.16495 0.78048 1.99851
H -1.51697 -2.03026 2.51407
H -2.26107 -1.90487 5.16232
H -1.75789 -0.54818 7.31327
H -0.42277 1.55840 7.16103
H 0.42271 2.34199 4.89145

Output
- HOMO (alpha / beta) (eV) = -14.762 / -15.227
- <S²> = 6.0621
- LUMO energy (alpha / beta) (hartree) = -0.234 / -0.384
- HOMO-LUMO gap (alpha / beta) (eV) = 8.4 / 4.8
- total charge = +2
- 2S+1 = 5
- energy relative to the best compared isomer or geometry (same formula, charge and spin) (kcal/mol) = 27.0

=====

# 2
Below is a molecular structure, C14H20Cl3FGeN4OPtSi in a non-equilibrium geometry, with properties calculated with ωB97M-V/def2-TZVPD.

CARTESIAN COORDINATES (ANGSTROEM)
Pt 0.44762 -0.60084 -0.03746
C -0.22707 3.84238 1.63964
Si 0.46801 2.32366 0.81367
C 0.22689 2.51939 -1.02352
C 2.23928 2.16000 1.32846
N -0.30909 0.71619 1.28407
C -1.25206 0.44628 2.18950
C -1.98447 1.46080 2.88413
C -2.95586 1.16343 3.79783
C -3.26629 -0.17219 4.08983
C -2.58558 -1.19858 3.45541
C -1.60945 -0.89988 2.53845
F -0.97727 -1.92104 1.95742
H 0.38749 4.66849 1.26980
H -0.12916 3.83423 2.72536
H -1.25964 4.07302 1.37673
H 0.74616 3.42728 -1.33946
H -0.82745 2.63363 -1.27987
H 0.63420 1.69316 -1.60921
H 2.74455 3.11852 1.18889
H 2.78020 1.41599 0.74867
H 2.32385 1.89436 2.38380
H -1.75906 2.48845 2.66749
H -3.48519 1.96121 4.29842
H -4.03757 -0.40762 4.80920
H -2.79650 -2.23844 3.66300
C -2.02132 -1.96246 -4.08908
N -0.63903 -1.95997 -3.60107
C 0.40132 -2.43368 -4.34294
C 1.66932 -2.40307 -3.88718
C 1.91077 -1.87887 -2.57788
N 0.87813 -1.46388 -1.84146
C -0.40261 -1.45351 -2.35848
O -1.30359 -0.96515 -1.65291
N 3.14713 -1.79155 -2.11157
H -2.01374 -2.30773 -5.11834
H -2.42711 -0.95569 -4.03457
H -2.62699 -2.62533 -3.47538
H 0.14435 -2.81995 -5.31877
H 2.48367 -2.76614 -4.49311
H 3.90834 -2.17179 -2.64752
H 3.35753 -1.46946 -1.17473
Cl 4.13949 -0.93348 1.00729
Ge 2.06077 -1.47192 1.34771
Cl 1.75995 -0.97529 3.40751
Cl 2.03706 -3.59295 1.14220

Output
- HOMO (alpha / beta) (eV) = -11.322 / -12.123
- <S²> = 0.7890
- LUMO energy (alpha / beta) (hartree) = -0.119 / -0.183
- HOMO-LUMO gap (alpha / beta) (eV) = 8.1 / 7.2
- total charge = +1
- 2S+1 = 2
- energy relative to the best compared isomer or geometry (same formula, charge and spin) (kcal/mol) = 0.0

=====

# 3
Below is 3 unconnected molecules or ions with the total composition C14H20ClFN2O3 in a non-equilibrium geometry, with properties calculated with ωB97M-V/def2-TZVPD.

CARTESIAN COORDINATES (ANGSTROEM)
C -0.55999 -2.56481 -0.12530
O -0.98858 -1.31258 0.51591
C -1.99613 -0.59030 -0.27552
C -1.33163 0.36235 -1.47892
C -1.04738 1.85987 -0.79105
O 0.14233 2.18119 -0.21638
C -3.23885 -1.53303 -0.82272
F -3.72325 -2.47659 0.21106
O -4.26549 -0.64447 -1.38870
C -5.49925 -0.62861 -0.58691
Cl -5.27783 0.19978 1.09702
H -1.04441 -3.45249 0.46869
H -0.70749 -2.60805 -1.28519
H 0.61646 -2.65723 0.05507
H -2.50128 0.19247 0.47113
H -2.08815 0.49958 -2.39163
H -0.27550 -0.02311 -1.82928
H -1.84963 2.73231 -0.79239
H -2.84948 -2.20686 -1.72782
H -6.26050 0.08157 -1.17084
H -6.04386 -1.66980 -0.50977
C 1.25062 7.01578 -1.17737
C 2.25336 6.81023 -0.19988
C 1.98167 5.61174 0.42119
N 0.84752 5.08932 -0.14405
C 0.39779 5.93597 -1.12357
H 1.16097 7.85971 -1.84899
H 3.08457 7.46558 0.02618
H 2.49620 5.08798 1.21574
H 0.41136 4.21537 0.11978
H -0.48911 5.69901 -1.69582
C 4.52820 -5.48847 1.36895
C 4.58223 -4.11128 1.04698
C 3.48504 -3.51156 1.62356
N 2.76842 -4.47943 2.27807
C 3.39990 -5.68720 2.13292
H 5.23654 -6.25261 1.07627
H 5.34028 -3.61076 0.45848
H 3.15308 -2.48191 1.62301
H 1.90871 -4.32613 2.78897
H 2.99257 -6.58253 2.58312

Output
- HOMO (eV) = -7.873
- LUMO energy (hartree) = -0.010
- HOMO-LUMO gap (eV) = 7.6
- energy relative to the best compared isomer or geometry (same formula, charge and spin) (kcal/mol) = 88.8

=====

# 4
Below is 2 unconnected molecules or ions with the total composition C14H20F3N3O2S2 in a non-equilibrium geometry, with properties calculated with ωB97M-V/def2-TZVPD.

CARTESIAN COORDINATES (ANGSTROEM)
C -2.38080 -0.43136 -1.54877
N -1.04295 0.07586 -1.80595
C -0.86659 1.41520 -2.35773
C 0.63754 1.66228 -2.22474
N 1.13334 0.45482 -1.56417
C 2.48365 0.35424 -1.00629
C 0.10314 -0.33736 -1.19154
C 0.12056 -1.29400 -0.01951
H -2.31889 -1.29887 -0.85651
H -2.93404 0.37028 -1.03664
H -2.87286 -0.69564 -2.50054
H -1.29964 1.52488 -3.36634
H -1.42109 2.14495 -1.72979
H 1.10774 1.89340 -3.19097
H 0.79647 2.56884 -1.60739
H 2.70419 -0.71867 -0.88452
H 3.23678 0.87402 -1.61976
H 2.49894 0.87325 -0.03333
H 0.98219 -1.12345 0.64186
H 0.17202 -2.31405 -0.43543
C 1.01427 -1.91168 3.02871
N -0.02939 -2.26179 3.96951
S -0.11931 -3.93421 4.36401
C 0.73728 -5.24679 3.42684
F 0.24486 -6.40396 3.96422
F 0.37471 -5.19975 2.11543
F 2.09502 -5.28355 3.53516
S -0.95699 -1.16161 4.91105
C -2.23875 -0.90454 3.66015
C -2.45448 0.33520 3.01583
C -2.58201 0.28973 1.59447
C -2.39922 -0.95043 0.99054
C -2.69790 -2.14655 1.65048
C -2.56550 -2.13538 3.03926
O -1.48688 -1.88026 6.04100
O -0.13444 0.00350 5.07746
H 1.25776 -2.79491 2.41802
H 0.59296 -1.12684 2.39533
H 1.94470 -1.63132 3.54498
H -2.53878 1.26455 3.59130
H -2.70734 1.21579 1.01083
H -0.84208 -1.10924 0.53916
H -2.92064 -3.10229 1.17451
H -2.67894 -3.06972 3.60673

Output
- HOMO (eV) = -5.794
- LUMO energy (hartree) = -0.002
- HOMO-LUMO gap (eV) = 5.7
- energy relative to the best compared isomer or geometry (same formula, charge and spin) (kcal/mol) = 144.7

=====

# 5
Below is a molecular structure, C14H20GeMnN4S5, with properties calculated with ωB97M-V/def2-TZVPD.

CARTESIAN COORDINATES (ANGSTROEM)
Mn 0.62675 0.03538 0.11986
N 4.11906 -0.72277 2.04256
C 4.78205 -0.58070 0.84354
C 3.83406 -0.29264 -0.08665
N 2.60480 -0.25660 0.53195
C 2.81680 -0.52434 1.81539
C 1.63814 -0.55851 2.65776
N 0.47428 -0.33250 2.05300
C -0.50046 -0.42893 3.02031
C 0.09258 -0.71506 4.20816
N 1.44487 -0.79660 3.95785
H 4.56005 -0.94310 2.92286
H 5.84821 -0.69668 0.76496
H 3.95530 -0.12175 -1.14093
H -1.54149 -0.27236 2.80558
H -0.31471 -0.86112 5.19233
H 2.14974 -0.99990 4.65046
C -3.54100 -3.95354 -1.43127
S -2.69150 -3.79135 0.16760
C -3.16263 -2.14520 0.57521
C -2.45193 -1.01162 0.26533
S -1.02505 -1.04433 -0.69090
S -3.14259 0.50127 0.77302
C -4.53490 -0.16634 1.60996
S -5.64244 0.72558 2.36806
S -4.59904 -1.91421 1.47531
H -3.34592 -4.97492 -1.75212
H -3.13315 -3.26079 -2.16226
H -4.61226 -3.81702 -1.31133
C 1.11351 3.79720 -2.47397
Ge 0.30857 2.04327 -2.24400
C -1.51521 1.93382 -2.89298
C 1.45568 0.60755 -2.92246
C 0.24950 1.83932 -0.23299
H 1.18808 4.01533 -3.53949
H 2.11284 3.83670 -2.04359
H 0.49601 4.56441 -2.01008
H -1.53011 2.24474 -3.93790
H -2.16404 2.60920 -2.33582
H -1.91766 0.92381 -2.83722
H 1.45219 0.63882 -4.01214
H 1.11857 -0.39497 -2.64033
H 2.48519 0.75489 -2.59755
H -0.67788 2.24337 0.17643
H 1.11720 2.26318 0.29846

Output
- HOMO (alpha / beta) (eV) = -13.447 / -13.389
- <S²> = 1.0478
- LUMO energy (alpha / beta) (hartree) = -0.298 / -0.313
- HOMO-LUMO gap (alpha / beta) (eV) = 5.3 / 4.9
- total charge = +2
- 2S+1 = 2